Here is C9H16Cl3CuN7O7P2S2 as an isolated structure at a distorted geometry from the Open Molecules 2025 dataset. Energies are from ωB97M-V with the def2-TZVPD basis set.

## Properties
Lowest unoccupied orbital energy (spin up / spin down) = 0.009 / -0.052 hartree
2S+1 = 2
<S²> = 0.754
Gap between HOMO and LUMO (spin up / spin down) = 8.32 / 6.67 eV
F_max = 1.405 eV/A
ΔE to the lowest compared entry with this formula, charge and spin = 0.00 kJ/mol

Structure (XYZ):
```
47
C9H16Cl3CuN7O7P2S2 (ωB97M-V with the def2-TZVPD basis set)
Cu 0.116 -0.124 -0.210
O -2.077 3.239 0.646
P -1.912 1.795 1.310
O -2.778 1.616 2.476
O -1.823 0.728 0.250
O -0.327 1.945 1.986
P 0.982 1.987 1.137
O 1.540 3.466 1.164
O 1.956 1.052 1.894
O 0.730 1.701 -0.330
H -1.496 3.355 -0.116
H 1.819 3.769 2.037
C -0.537 -3.170 4.293
C -0.465 -3.357 2.825
N -0.369 -4.488 2.203
N -0.373 -4.140 0.880
C -0.476 -2.834 0.670
S -0.725 -2.038 -0.828
N -0.525 -2.313 1.927
N -0.536 -0.951 2.201
H -0.776 -4.123 4.758
H -1.303 -2.439 4.548
H 0.418 -2.821 4.690
H -0.262 -4.842 0.169
H 0.136 -0.740 2.928
H -1.471 -0.633 2.448
S 1.926 -0.329 -2.557
C 0.584 0.383 -3.265
N -0.396 -0.359 -3.838
C -1.745 0.151 -4.092
C -1.969 1.381 -3.231
C -0.859 2.370 -3.541
N 0.432 1.723 -3.312
H -0.261 -1.352 -3.737
H -2.462 -0.633 -3.850
H -1.853 0.398 -5.152
H -1.909 1.093 -2.178
H -2.949 1.818 -3.417
H -0.922 3.252 -2.903
H -0.924 2.702 -4.581
H 1.128 2.215 -2.775
Cl 4.593 0.290 2.903
C 4.102 0.080 1.200
Cl 4.506 1.556 0.295
Cl 4.955 -1.288 0.510
C 2.605 -0.143 1.086
N 1.951 -0.951 0.478
```

Atom charges from the Löwdin analysis, given in e for atoms 1 to 2:
1 Cu 0.208
2 O -0.104


Here is a single C9H16ClN molecule at a distorted geometry from the Open Molecules 2025 dataset. Energies are from ωB97M-V with the def2-TZVPD basis set.

## Properties
SMILES = C=C(C)C(=C)CCN(C)CCl
Lowest unoccupied orbital energy = 0.030 hartree
Gap between HOMO and LUMO = 9.56 eV
F_max = 3.733 eV/A
ΔE to the lowest compared entry with this formula, charge and spin = 154.29 kJ/mol

Structure (XYZ):
```
27
C9H16ClN (ωB97M-V with the def2-TZVPD basis set)
C -1.387 0.275 -1.081
C -1.908 1.178 -1.891
C -0.306 -0.679 -1.531
C 1.113 -0.204 -1.086
C 2.243 0.771 0.899
C -1.693 0.072 0.296
C -1.587 1.320 1.040
C -1.923 -1.082 0.918
C 1.640 -1.519 0.853
N 1.387 -0.159 0.329
Cl 4.154 0.450 0.491
H -2.764 1.681 -1.537
H -1.871 1.431 -2.910
H -0.513 -1.647 -1.026
H -0.219 -0.821 -2.657
H 1.819 -0.861 -1.512
H 1.251 0.898 -1.487
H 2.198 0.646 1.946
H -0.627 1.340 1.497
H -2.355 1.464 1.812
H -1.601 2.202 0.474
H 2.089 1.838 0.501
H -2.114 -2.049 0.467
H -2.029 -0.964 1.992
H 2.422 -2.085 0.427
H 1.842 -1.393 1.847
H 0.739 -2.102 0.931
```

Atom charges from the Löwdin analysis, given in e for atoms 1 to 2:
1 C -0.310
2 C 0.076


Here is an isolated ion of composition C9H16FN2 and charge +1 at a distorted geometry from the Open Molecules 2025 dataset. Energies are from ωB97M-V with the def2-TZVPD basis set.

## Properties
Lowest unoccupied orbital energy (spin up / spin down) = -0.185 / -0.159 hartree
Charge = +1
Gap between HOMO and LUMO (spin up / spin down) = 8.59 / 9.26 eV
F_max = 4.069 eV/A
ΔE to the lowest compared entry with this formula, charge and spin = 448.19 kJ/mol

Structure (XYZ):
```
28
C9H16FN2 (ωB97M-V with the def2-TZVPD basis set)
C 0.193 0.710 -0.297
C 0.677 -0.641 2.398
C 0.342 0.853 2.684
C -1.086 -1.168 -2.127
C 0.003 -1.142 1.093
C 0.276 -1.415 -1.393
C 1.012 1.696 1.704
C -1.244 0.134 -2.857
C 0.719 -0.613 -0.201
N 0.237 1.727 0.393
N -1.513 1.114 -1.918
F -1.080 2.256 -2.556
H 1.754 -0.646 2.314
H 0.344 -1.257 3.267
H -0.760 1.159 2.697
H 0.806 1.050 3.722
H -1.112 -1.995 -2.900
H -1.941 -1.159 -1.373
H -0.072 -2.286 1.180
H -1.003 -0.648 1.097
H 0.342 -2.557 -1.298
H 1.077 -1.331 -2.190
H 1.108 2.805 1.908
H 1.914 1.078 1.540
H -0.331 0.296 -3.503
H -2.151 0.103 -3.563
H 1.891 -0.685 0.025
H -0.401 2.560 0.152
```

Atom charges from the Löwdin analysis, given in e for atoms 1 to 2:
1 C 0.014
2 C -0.179


Here is an isolated ion of composition C9H16FN4 and charge +1 at a distorted geometry from the Open Molecules 2025 dataset. Energies are from ωB97M-V with the def2-TZVPD basis set.

## Properties
SMILES = C[C@H](F)c1cc[nH+]cc1CC(N)(N)N
Lowest unoccupied orbital energy = -0.161 hartree
Charge = +1
Gap between HOMO and LUMO = 8.05 eV
F_max = 1.725 eV/A
ΔE to the lowest compared entry with this formula, charge and spin = 25.13 kJ/mol

Structure (XYZ):
```
30
C9H16FN4 (ωB97M-V with the def2-TZVPD basis set)
C 2.583 -2.026 0.716
C 1.944 -1.281 -0.466
F 2.926 -1.171 -1.456
C 1.487 0.123 -0.129
C 2.399 0.981 0.512
C 2.029 2.242 0.821
N 0.813 2.728 0.516
C -0.069 1.939 -0.090
C 0.212 0.633 -0.414
C -0.874 -0.203 -1.066
C -2.186 -0.306 -0.166
N -2.715 -1.678 -0.201
N -3.235 0.552 -0.739
N -1.928 0.047 1.213
H 3.629 -1.735 0.864
H 1.983 -1.950 1.630
H 2.606 -3.089 0.441
H 1.167 -1.926 -0.879
H 3.398 0.661 0.795
H 2.703 2.928 1.330
H 0.587 3.687 0.757
H -1.055 2.337 -0.306
H -0.522 -1.223 -1.236
H -1.149 0.208 -2.044
H -3.722 -1.670 -0.320
H -2.273 -2.245 -0.915
H -2.910 1.502 -0.894
H -3.487 0.189 -1.652
H -1.610 -0.751 1.744
H -2.728 0.498 1.638
```

Atom charges from the Löwdin analysis, given in e for atoms 1 to 2:
1 C -0.011
2 C -0.312


Here is a 2-piece molecular cluster, C9H16IOP overall at a distorted geometry from the Open Molecules 2025 dataset. Energies are from ωB97M-V with the def2-TZVPD basis set.

## Properties
SMILES = I[C@]12CC[C@H](CC1)C2.CCP=O
Lowest unoccupied orbital energy = -0.009 hartree
Gap between HOMO and LUMO = 8.38 eV
F_max = 4.691 eV/A
ΔE to the lowest compared entry with this formula, charge and spin = 206.75 kJ/mol

Structure (XYZ):
```
28
C9H16IOP (ωB97M-V with the def2-TZVPD basis set)
C -3.415 1.012 -0.122
C -2.310 -0.826 -1.560
C -2.056 1.770 -0.258
C -1.024 -0.032 -1.566
C -1.678 -0.370 0.662
C -2.941 -0.414 -0.158
C -1.038 0.687 -0.251
C 4.379 -0.438 1.851
C 4.632 -0.141 0.479
O 2.942 -2.371 0.143
P 3.635 -1.346 -0.686
I 1.019 1.392 0.210
H -3.798 1.300 0.843
H -4.231 1.295 -0.830
H -3.157 -0.514 -2.192
H -2.241 -1.880 -1.666
H -2.060 2.306 -1.125
H -2.048 2.530 0.600
H -0.112 -0.798 -1.589
H -0.735 0.511 -2.482
H -1.779 -0.079 1.747
H -1.092 -1.374 0.600
H -3.666 -1.196 0.264
H 4.985 0.281 2.462
H 3.387 -0.348 2.119
H 4.728 -1.491 2.149
H 5.649 -0.138 0.225
H 4.025 0.673 0.129
```

Atom charges from the Löwdin analysis, given in e for atoms 1 to 2:
1 C -0.143
2 C -0.128


Here is C9H16IrN3O5SSe4 as an isolated structure at a distorted geometry from the Open Molecules 2025 dataset. Energies are from ωB97M-V with the def2-TZVPD basis set.

## Properties
Lowest unoccupied orbital energy (spin up / spin down) = -0.091 / -0.193 hartree
Charge = +1
2S+1 = 6
<S²> = 8.780
Gap between HOMO and LUMO (spin up / spin down) = 8.16 / 5.75 eV
F_max = 1.064 eV/A
ΔE to the lowest compared entry with this formula, charge and spin = 73.94 kJ/mol

Structure (XYZ):
```
39
C9H16IrN3O5SSe4 (ωB97M-V with the def2-TZVPD basis set)
Ir -0.349 -1.267 -1.649
C 0.041 -1.664 3.783
N -0.806 -1.511 2.607
C -2.246 -1.615 2.823
C -0.325 -1.239 1.403
O -1.066 -1.066 0.419
C 1.191 -1.138 1.259
O 1.559 -0.701 -0.033
C 1.974 0.641 -0.174
C 1.058 1.412 -1.116
O 0.115 0.845 -1.699
N 1.312 2.702 -1.292
C 0.444 3.515 -2.140
C 2.437 3.364 -0.643
H -0.543 -2.134 4.569
H 0.390 -0.698 4.155
H 0.901 -2.299 3.579
H -2.568 -0.866 3.547
H -2.490 -2.608 3.199
H -2.762 -1.450 1.882
H 1.627 -2.133 1.378
H 1.597 -0.475 2.027
H 2.983 0.628 -0.598
H 2.018 1.143 0.796
H -0.415 2.922 -2.438
H 0.977 3.838 -3.036
H 0.107 4.387 -1.581
H 3.384 2.894 -0.909
H 2.334 3.353 0.444
H 2.468 4.399 -0.970
Se 0.439 -1.492 -3.930
Se 0.515 0.579 -4.668
Se -3.617 1.508 -2.657
Se -2.696 1.428 -0.703
O -0.372 -3.260 -1.525
O -1.312 -3.721 -0.579
S -2.828 -4.071 -1.228
C -2.981 -2.564 -1.952
N -2.493 -1.585 -2.348
```

Atom charges from the Löwdin analysis, given in e for atoms 1 to 2:
1 Ir 0.927
2 C -0.016